1.
C23H30N2O5P2STi as an isolated structure. Source: the Open Molecules 2025 dataset; level of theory: wB97M-V/def2-TZVPD.

As for the net charge: +2. As for the spin multiplicity: 1. The value obtained for the HOMO energy is -14.9 eV. The calculation puts the total energy at -3310.1135 hartree.

XYZ file:
```
64
C23H30N2O5P2STi wB97M-V/def2-TZVPD
Ti -1.74 -0.60 -0.10
C -3.96 2.15 -0.66
P -3.22 0.74 -1.54
C -4.62 -0.13 -2.30
C -2.22 1.43 -2.89
C -2.74 2.44 -3.70
C -1.99 2.97 -4.74
C -0.71 2.48 -4.99
C -0.19 1.47 -4.20
C -0.93 0.93 -3.15
P -0.31 -0.48 -2.17
C 1.50 -0.29 -2.10
C -0.56 -1.89 -3.30
H -4.52 1.77 0.20
H -4.65 2.68 -1.31
H -3.19 2.82 -0.30
H -5.11 0.54 -3.01
H -5.33 -0.42 -1.53
H -4.28 -1.02 -2.83
H -3.74 2.82 -3.52
H -2.41 3.75 -5.36
H -0.13 2.89 -5.80
H 0.80 1.08 -4.42
H 1.91 -1.08 -1.46
H 1.76 0.68 -1.68
H 1.93 -0.39 -3.09
H -0.11 -1.67 -4.26
H -1.63 -2.07 -3.44
H -0.11 -2.78 -2.87
O -4.91 -2.24 1.22
C -3.87 -1.95 0.76
O -3.12 -0.85 0.97
C -3.13 -2.76 -0.39
O -3.67 -3.48 -1.15
O -1.85 -2.32 -0.46
C 2.01 -2.96 1.54
C 0.85 -2.56 2.45
C 0.15 -1.30 1.98
N 1.04 -0.15 2.07
C 0.74 1.07 1.66
S -0.73 1.39 0.82
N 1.57 2.10 1.85
C 3.03 2.13 2.02
O 3.61 2.87 1.28
C 3.63 1.30 3.07
C 4.93 0.83 2.86
C 5.56 0.07 3.83
C 4.91 -0.19 5.04
C 3.64 0.32 5.27
C 3.00 1.06 4.30
H 2.49 -3.86 1.92
H 2.78 -2.19 1.48
H 1.65 -3.18 0.54
H 1.21 -2.39 3.47
H 0.12 -3.36 2.50
H -0.76 -1.11 2.56
H -0.12 -1.45 0.91
H 1.89 -0.27 2.62
H 1.27 2.96 1.40
H 5.43 1.06 1.93
H 6.56 -0.31 3.66
H 5.41 -0.77 5.80
H 3.16 0.16 6.23
H 2.04 1.52 4.51
```

***

2.
C9H10N2O as an isolated structure. Source: the Open Molecules 2025 dataset; level of theory: wB97M-V/def2-TZVPD.

As for the net charge: 0. As for the spin multiplicity: 1. The value obtained for the HOMO energy is -7.8 eV. The relative energy (zero: lowest compared OMol25 entry of this formula, charge and spin) comes out at 133.7 kcal per mole. The calculation puts the total energy at -533.5313 hartree.

XYZ file:
```
22
C9H10N2O wB97M-V/def2-TZVPD
C -2.98 -1.23 -0.06
C -1.48 -0.80 -0.18
C 0.66 -0.99 0.02
C 1.92 -1.38 0.10
C 2.84 -0.35 0.09
C 2.47 1.09 -0.02
C 1.17 1.43 -0.36
C 0.39 0.36 -0.33
C -1.74 1.67 0.30
H -3.80 -0.87 0.66
H -3.18 -2.17 0.12
H -3.33 -0.84 -0.97
H 2.02 -2.47 -0.09
H 4.21 -1.45 0.39
H 3.46 1.48 -0.20
H 0.73 2.44 -0.36
H -2.15 2.39 -0.83
H -1.06 2.07 1.15
H -2.78 1.64 0.81
N -0.50 -1.77 -0.11
N -0.98 0.35 -0.12
O 4.10 -0.59 -0.02
```

***

3.
C25H21GaN6O2SeTe as an isolated structure. Source: the Open Molecules 2025 dataset; level of theory: wB97M-V/def2-TZVPD.

As for the net charge: 0. As for the spin multiplicity: 1. The value obtained for the HOMO energy is -7.9 eV. The relative energy (zero: lowest compared OMol25 entry of this formula, charge and spin) comes out at 26.3 kcal per mole. The calculation puts the total energy at -6038.4305 hartree.

XYZ file:
```
57
C25H21GaN6O2SeTe wB97M-V/def2-TZVPD
Ga 0.27 0.10 -0.04
O -1.24 1.52 0.81
N -0.71 2.37 1.59
N 0.55 2.28 1.69
O 1.27 1.36 1.08
C 1.26 3.19 2.54
C 0.57 3.93 3.49
C 1.28 4.81 4.28
C 2.66 4.94 4.14
C 3.33 4.18 3.19
C 2.63 3.29 2.38
H -0.49 3.81 3.60
H 0.76 5.39 5.03
H 3.21 5.62 4.77
H 4.40 4.26 3.08
H 3.14 2.68 1.65
N 5.25 1.07 -8.95
C 4.64 0.94 -7.98
C 3.87 0.78 -6.77
C 4.31 1.37 -5.59
C 3.56 1.22 -4.44
C 2.39 0.47 -4.45
C 1.97 -0.13 -5.63
C 2.70 0.03 -6.80
C 1.60 0.31 -3.20
C 1.53 -0.95 -2.63
C 2.03 -2.15 -3.17
C 1.59 -3.18 -2.36
C 0.86 -2.57 -1.33
N 0.82 -1.24 -1.46
C 0.92 1.42 -2.74
C 0.78 2.65 -3.44
C -0.11 3.42 -2.74
C -0.48 2.65 -1.62
N 0.12 1.47 -1.59
H 5.22 1.95 -5.59
H 3.89 1.68 -3.52
H 1.05 -0.71 -5.64
H 2.37 -0.42 -7.72
H 2.63 -2.24 -4.06
H 1.77 -4.23 -2.47
H 0.40 -3.05 -0.48
H 1.26 2.89 -4.38
H -0.48 4.40 -2.97
H -1.18 2.94 -0.85
C -2.78 -0.39 2.69
Te -1.94 -1.15 0.91
C -1.60 -3.12 1.61
H -3.79 -0.78 2.74
H -2.78 0.69 2.60
H -2.14 -0.71 3.51
H -1.58 -3.07 2.70
H -0.62 -3.44 1.27
H -2.38 -3.78 1.27
Se 1.81 -1.65 1.64
C 0.83 -0.92 3.01
N 0.10 -0.42 3.77
```

***

4.
C19H15ClFeNS4 as an isolated structure. Source: the Open Molecules 2025 dataset; level of theory: wB97M-V/def2-TZVPD.

As for the net charge: -1. As for the spin multiplicity: 1. The value obtained for the HOMO energy (spin up / spin down) is -3.8 / -3.8 eV. The calculation puts the total energy at -4104.5620 hartree.

XYZ file:
```
41
C19H15ClFeNS4 wB97M-V/def2-TZVPD
Fe -0.19 0.25 -0.78
S -1.99 0.87 -2.19
C -0.84 0.13 -3.32
C -0.34 0.85 -4.42
C 0.61 0.34 -5.27
C 1.11 -0.95 -5.07
C 0.64 -1.68 -4.01
C -0.30 -1.15 -3.11
S -0.84 -2.12 -1.70
C 0.72 -2.72 -1.00
C 1.16 -2.08 0.31
C 1.85 -2.84 1.23
C 2.33 -2.24 2.38
C 2.12 -0.89 2.57
C 1.42 -0.18 1.60
C 1.31 1.31 1.70
S -0.02 2.07 0.75
C -1.34 2.03 1.92
C -1.51 3.14 2.74
C -2.52 3.19 3.68
C -3.37 2.09 3.79
C -3.21 0.99 2.98
C -2.19 0.91 2.00
S -2.04 -0.48 0.97
N 0.91 -0.78 0.52
H -0.71 1.86 -4.56
H 0.98 0.95 -6.09
H 1.85 -1.37 -5.74
H 0.99 -2.69 -3.86
H 1.52 -2.58 -1.72
H 0.62 -3.79 -0.83
H 2.01 -3.90 1.04
H 2.86 -2.82 3.12
H 2.49 -0.37 3.44
H 2.24 1.72 1.28
H 1.24 1.62 2.74
H -0.84 3.99 2.61
H -2.65 4.06 4.31
H -4.17 2.09 4.52
H -3.89 0.15 3.07
Cl 1.96 1.03 -1.59
```